*w*
This record from the OMol25 dataset describes C8H19NO in the gas phase. The level of theory is ωB97M-V with the def2-TZVPD basis set.

Each atom is followed by the atoms it is bonded to, with distances in Å.
Geometry (Å):
1 H -1.938 -1.273 1.989  C24 1.090
2 H -1.038 0.196 2.338  C24 1.087
3 H 1.588 2.005 0.287  C11 1.089
4 H -0.521 1.803 -1.658  C5 1.087
5 C 0.148 0.947 -1.671  H4 1.087, H9 1.090, C23 1.531, H29 1.087
6 C -1.083 -0.357 0.231  C7 1.533, C17 1.533, C23 1.642, C24 1.533
7 C -1.377 -1.644 -0.546  C6 1.533, H12 1.090, H21 1.087, H27 1.087
8 H -0.066 2.203 0.818  C11 1.087
9 H 1.109 1.296 -2.048  C5 1.090
10 H -2.086 1.570 0.463  C17 1.087
11 C 0.728 1.472 0.689  H3 1.089, H8 1.087, H13 1.086, C23 1.529
12 H -2.387 -1.986 -0.318  C7 1.090
13 H 1.019 1.075 1.657  C11 1.086
14 C 1.370 -0.743 -0.298  H16 1.092, H19 1.090, N22 1.515, C23 1.527
15 H 2.827 0.480 -1.178  N22 1.018
16 H 1.196 -1.422 -1.135  C14 1.092
17 C -2.259 0.600 0.004  C6 1.533, H10 1.087, H25 1.087, H28 1.090
18 O 3.391 0.258 0.677  N22 1.434, H26 0.966
19 H 1.399 -1.307 0.634  C14 1.090
20 H -0.190 -1.315 1.984  C24 1.087
21 H -1.323 -1.487 -1.620  C7 1.087
22 N 2.799 -0.288 -0.510  C14 1.515, H15 1.018, O18 1.434
23 C 0.309 0.356 -0.268  C5 1.531, C6 1.642, C11 1.529, C14 1.527
24 C -1.049 -0.700 1.724  H1 1.090, H2 1.087, C6 1.533, H20 1.087
25 H -2.459 0.741 -1.055  C17 1.087
26 H 3.978 -0.437 1.003  O18 0.966
27 H -0.695 -2.445 -0.273  C7 1.087
28 H -3.160 0.189 0.459  C17 1.090
29 H -0.229 0.214 -2.380  C5 1.087

The total charge is 0. The value obtained for the HOMO-LUMO gap is 0.357 Ha. As for the structure (SMILES): CC(C)(C)C(C)(C)CNO. The LUMO energy is 0.79 eV. The spin multiplicity is 1.

Results of the Mulliken charge analysis, in e, for atoms 1 through 2: H 0.4976; H 0.3944



*x*
This record from the OMol25 dataset describes 2 unconnected molecules or ions with the total composition C8H19NO. The level of theory is ωB97M-V with the def2-TZVPD basis set.

Each atom is followed by the atoms it is bonded to, with distances in Å.
Geometry (Å):
1 H -2.132 1.847 2.340  C8 1.118
2 H 2.786 -2.302 -0.457  C24 1.197
3 C 1.274 -0.636 0.165  H12 1.077, N14 1.490, H22 1.064, C24 1.570
4 C -2.484 -0.174 1.493  H6 1.059, C8 1.541, C18 1.524, H20 1.116
5 H -0.964 1.249 1.106  C8 1.077
6 H -2.076 -1.103 1.795  C4 1.059
7 H 1.753 -0.619 -3.195  C13 1.086
8 C -1.559 0.967 1.958  H1 1.118, C4 1.541, H5 1.077, H9 1.069
9 H -0.861 0.569 2.664  C8 1.069
10 H 0.196 2.027 0.355  C27 1.068
11 H -4.043 0.241 -0.031  C18 1.087
12 H 0.236 -0.921 0.169  C3 1.077
13 C 1.543 -1.119 -2.254  H7 1.086, N14 1.481, H19 1.108, H26 1.072
14 N 1.503 -0.080 -1.199  C3 1.490, C13 1.481, C29 1.451
15 H 0.889 3.294 -0.695  C27 1.140
16 O 0.861 1.469 -2.658  C29 1.212
17 H 1.750 -2.751 0.586  C24 1.123
18 C -3.018 -0.104 0.067  C4 1.524, H11 1.087, H23 1.106, H25 1.107
19 H 0.518 -1.290 -2.639  C13 1.108
20 H -3.431 0.079 2.028  C4 1.116
21 H 2.769 -1.775 1.460  C24 1.067
22 H 1.482 -0.020 1.007  C3 1.064
23 H -3.186 -1.177 -0.146  C18 1.106
24 C 2.299 -1.775 0.502  H2 1.197, C3 1.570, H17 1.123, H21 1.067
25 H -2.287 0.331 -0.641  C18 1.107
26 H 2.027 -2.051 -2.038  C13 1.072
27 C 1.004 2.225 -0.315  H10 1.068, H15 1.140, H28 1.103, C29 1.504
28 H 2.036 2.314 0.061  C27 1.103
29 C 1.113 1.287 -1.486  N14 1.451, O16 1.212, C27 1.504

The total charge is 0. The value obtained for the HOMO-LUMO gap is 0.352 Ha. As for the structure (SMILES): CCN(C)C(C)=O.CCC. The LUMO energy is 0.82 eV. The spin multiplicity is 1.

Results of the Mulliken charge analysis, in e, for atoms 1 through 2: H 0.3935; H 0.1515



*w* comes first in stability; the runner-up is 1.263 eV higher.



*w*
This record from the OMol25 dataset describes 2 unconnected molecules or ions with the total composition C8H19NO. The level of theory is ωB97M-V with the def2-TZVPD basis set.

Each atom is followed by the atoms it is bonded to, with distances in Å.
Geometry (Å):
1 H -1.860 -0.618 0.662  C6 1.086
2 H -0.715 2.012 1.224  C11 1.092
3 H 0.574 -2.285 -2.570  C20 1.079
4 H 0.712 0.002 -3.811  C29 1.088
5 H 0.745 -0.667 -0.144  C13 1.066
6 C -2.066 -0.260 -0.342  H1 1.086, H16 1.077, N24 1.506, H25 1.076
7 H 2.390 0.430 3.170  C18 1.081
8 O -1.792 0.545 -2.919  C15 1.212
9 H 0.121 0.389 3.756  C21 1.090
10 H -1.684 1.757 2.588  C11 1.102
11 C -0.625 1.771 2.285  H2 1.092, H10 1.102, H12 1.093, C21 1.497
12 H -0.387 2.735 2.742  C11 1.093
13 C 0.132 -1.409 -0.603  H5 1.066, C20 1.513, H23 1.060, N24 1.477
14 H 1.932 -1.919 -1.719  C20 1.091
15 C -0.847 0.034 -2.356  O8 1.212, N24 1.385, C29 1.512
16 H -2.128 0.815 -0.383  C6 1.077
17 H 1.374 0.232 -2.145  C29 1.087
18 C 1.723 0.890 2.454  H7 1.081, C21 1.574, H26 1.088, H27 1.097
19 H -0.015 -0.305 2.126  C21 1.073
20 C 0.921 -2.289 -1.548  H3 1.079, C13 1.513, H14 1.091, H28 1.066
21 C 0.197 0.586 2.686  H9 1.090, C11 1.497, C18 1.574, H19 1.073
22 H 0.485 1.488 -3.008  C29 1.091
23 H -0.337 -2.060 0.089  C13 1.060
24 N -1.040 -0.827 -1.288  C6 1.506, C13 1.477, C15 1.385
25 H -2.977 -0.728 -0.672  C6 1.076
26 H 1.826 1.969 2.356  C18 1.088
27 H 1.896 0.601 1.411  C18 1.097
28 H 0.903 -3.305 -1.222  C20 1.066
29 C 0.541 0.416 -2.819  H4 1.088, C15 1.512, H17 1.087, H22 1.091

The total charge is 0. The value obtained for the HOMO-LUMO gap is 0.372 Ha. As for the structure (SMILES): CCN(C)C(C)=O.CCC. The LUMO energy is 0.85 eV. The spin multiplicity is 1.

Results of the Mulliken charge analysis, in e, for atoms 1 through 2: H 0.4318; H 0.2581



*x*
This record from the OMol25 dataset describes 2 unconnected molecules or ions with the total composition C8H19NO. The level of theory is ωB97M-V with the def2-TZVPD basis set.

Each atom is followed by the atoms it is bonded to, with distances in Å.
Geometry (Å):
1 H 3.535 1.144 4.039  C25 1.103
2 H -2.870 2.472 0.897  C15 1.103
3 H -2.881 3.011 -0.812  C15 1.103
4 H 1.850 0.890 -0.395  C8 1.107
5 H -1.387 5.647 2.077  N29 1.023
6 H 0.803 -2.453 -1.807  C28 1.103
7 H 2.441 -1.746 -1.965  C28 1.103
8 C 2.255 0.034 0.179  H4 1.107, H9 1.107, C13 1.527, C24 1.527
9 H 3.294 -0.139 -0.163  C8 1.107
10 O -1.179 4.829 -0.278  C19 1.223
11 H 1.826 -2.062 0.448  C24 1.107
12 H 0.382 -1.034 0.216  C24 1.107
13 C 2.274 0.395 1.663  C8 1.527, C16 1.527, H18 1.107, H23 1.107
14 H 2.088 2.174 3.806  C25 1.103
15 C -3.008 3.342 0.233  H2 1.103, H3 1.103, H17 1.103, C19 1.513
16 C 3.109 1.636 1.969  C13 1.527, H21 1.107, C25 1.529, H26 1.107
17 H -4.036 3.722 0.359  C15 1.103
18 H 2.679 -0.461 2.237  C13 1.107
19 C -1.993 4.421 0.539  O10 1.223, C15 1.513, N29 1.367
20 H 3.726 2.882 3.649  C25 1.103
21 H 2.703 2.491 1.394  C16 1.107
22 H 0.994 -0.715 -2.197  C28 1.103
23 H 1.235 0.567 2.005  C13 1.107
24 C 1.420 -1.208 -0.127  C8 1.527, H11 1.107, H12 1.107, C28 1.529
25 C 3.117 1.983 3.457  H1 1.103, H14 1.103, C16 1.529, H20 1.103
26 H 4.147 1.462 1.626  C16 1.107
27 H -2.732 4.572 2.494  N29 1.023
28 C 1.413 -1.554 -1.616  H6 1.103, H7 1.103, H22 1.103, C24 1.529
29 N -2.051 4.915 1.812  H5 1.023, C19 1.367, H27 1.023

The total charge is 0. The value obtained for the HOMO-LUMO gap is 0.387 Ha. As for the structure (SMILES): CC(N)=O.CCCCCC. The LUMO energy is 0.67 eV. The spin multiplicity is 1.

Results of the Mulliken charge analysis, in e, for atoms 1 through 2: H 0.3072; H 0.2958



*x* comes first in stability; the runner-up is 1.627 eV higher.



*w*
This record from the OMol25 dataset describes 30 unconnected molecules or ions with the total composition H60O30. The level of theory is ωB97M-V with the def2-TZVPD basis set.

Each atom is followed by the atoms it is bonded to, with distances in Å.
Geometry (Å):
1 H 4.835 1.964 3.712  O50 0.990
2 O 1.468 1.415 -3.119  H70 0.930, H71 0.956
3 O -4.970 0.042 0.165  H32 0.943, H35 0.962
4 H -3.270 -3.418 -1.924  O26 0.948
5 H -3.955 -4.480 -2.895  O26 1.006
6 H -1.715 1.508 2.068  O10 0.976
7 O -4.204 -1.678 3.290  H38 0.953, H60 0.967
8 H 1.227 -2.659 -0.945  O53 0.973
9 O -1.823 -0.224 -2.156  H20 0.996, H78 0.965
10 O -0.985 1.644 2.700  H6 0.976, H52 0.959
11 O 2.079 -1.417 -3.126  H41 0.974, H89 0.961
12 H -1.399 -3.683 1.636  O51 0.968
13 O -3.859 3.122 -2.543  H57 0.962, H79 0.984
14 H 2.231 -1.693 2.676  O27 1.006
15 O -0.257 4.781 3.044  H31 0.932, H42 0.971
16 H -1.561 0.607 5.816  O18 0.984
17 O -3.582 -1.906 -1.139  H45 0.962, H85 0.988
18 O -1.985 1.305 5.266  H16 0.984, H33 1.005
19 O -0.249 -2.547 -2.416  H29 1.009, H54 0.988
20 H -1.265 0.422 -1.644  O9 0.996
21 H 0.164 2.922 -0.922  O49 1.020
22 H 1.558 2.247 0.894  O87 0.960
23 H -1.748 0.005 0.415  O74 0.952
24 H -1.759 4.507 -0.616  O68 0.991
25 H -0.303 -2.983 3.685  O75 0.986
26 O -3.087 -4.105 -2.552  H4 0.948, H5 1.006
27 O 2.430 -1.317 1.765  H14 1.006, H76 0.934
28 H 0.145 0.533 -6.414  O82 0.979
29 H -0.662 -3.384 -2.799  O19 1.009
30 H 3.735 -1.005 -1.886  O67 0.948
31 H -0.761 4.020 3.230  O15 0.932
32 H -5.440 0.732 -0.273  O3 0.943
33 H -1.563 1.356 4.355  O18 1.005
34 H -3.400 0.984 -5.079  O72 0.953
35 H -5.610 -0.228 0.830  O3 0.962
36 H -3.357 -3.045 0.432  O73 0.971
37 O 1.065 -5.335 0.379  H64 0.955, H86 0.935
38 H -5.026 -1.248 3.074  O7 0.953
39 H 5.751 -1.452 2.556  O44 0.971
40 O -1.643 2.826 -0.726  H56 0.962, H65 0.968
41 H 1.236 -1.905 -3.116  O11 0.974
42 H -0.713 5.633 3.141  O15 0.971
43 H 1.433 2.553 -1.737  O49 0.950
44 O 5.139 -0.799 2.180  H39 0.971, H77 0.973
45 H -2.974 -1.251 -1.496  O17 0.962
46 H -0.128 -1.781 1.100  O48 1.020
47 H 0.031 -4.132 1.644  O51 0.951
48 O 0.013 -1.065 0.388  H46 1.020, H81 0.938
49 O 1.166 3.094 -1.003  H21 1.020, H43 0.950
50 O 4.390 1.833 2.837  H1 0.990, H83 0.976
51 O -0.542 -3.484 2.039  H12 0.968, H47 0.951
52 H -0.213 1.280 2.261  O10 0.959
53 O 2.106 -3.044 -0.787  H8 0.973, H90 0.980
54 H -0.971 -1.874 -2.454  O19 0.988
55 H -3.165 1.816 -3.743  O72 1.008
56 H -2.266 2.919 -1.453  O40 0.962
57 H -4.208 3.659 -3.261  O13 0.962
58 H -3.693 -3.036 1.924  O73 0.978
59 H 1.368 3.089 2.112  O87 0.981
60 H -3.798 -1.019 3.871  O7 0.967
61 H 0.668 -2.816 4.812  O75 0.911
62 H -3.193 0.141 0.442  O74 0.960
63 H 4.927 -1.186 -2.768  O67 0.933
64 H 0.316 -5.613 -0.146  O37 0.955
65 H -2.011 2.201 -0.085  O40 0.968
66 H 3.055 -3.330 4.148  O80 1.008
67 O 4.673 -0.879 -1.925  H30 0.948, H63 0.933
68 O -1.553 5.416 -0.278  H24 0.991, H69 0.961
69 H -1.189 5.144 0.570  O68 0.961
70 H 1.473 0.517 -2.878  O2 0.930
71 H 0.781 1.494 -3.779  O2 0.956
72 O -2.741 1.211 -4.429  H34 0.953, H55 1.008
73 O -3.346 -3.616 1.218  H36 0.971, H58 0.978
74 O -2.407 0.639 0.678  H23 0.952, H62 0.960
75 O -0.227 -2.906 4.665  H25 0.986, H61 0.911
76 H 3.269 -0.936 1.920  O27 0.934
77 H 5.104 -0.006 2.743  O44 0.973
78 H -1.975 0.070 -3.062  O9 0.965
79 H -4.657 2.802 -2.063  O13 0.984
80 O 2.490 -2.568 4.486  H66 1.008, H84 0.965
81 H 0.842 -0.683 0.605  O48 0.938
82 O -0.156 0.938 -5.575  H28 0.979, H88 0.962
83 H 3.482 1.551 3.054  O50 0.976
84 H 3.137 -2.089 5.017  O80 0.965
85 H -4.335 -1.365 -0.796  O17 0.988
86 H 1.680 -4.959 -0.217  O37 0.935
87 O 1.673 2.196 1.845  H22 0.960, H59 0.981
88 H -1.105 0.951 -5.416  O82 0.962
89 H 2.292 -1.380 -4.062  O11 0.961
90 H 2.423 -2.679 0.065  O53 0.980

The total charge is 0. The value obtained for the HOMO-LUMO gap is 0.307 Ha. The LUMO energy is -1.47 eV. The spin multiplicity is 1.

Results of the Mulliken charge analysis, in e, for atoms 1 through 2: H 0.3087; O -0.6748



*x*
This record from the OMol25 dataset describes 30 unconnected molecules or ions with the total composition H60O30. The level of theory is ωB97M-V with the def2-TZVPD basis set.

Each atom is followed by the atoms it is bonded to, with distances in Å.
Geometry (Å):
1 O -2.460 -2.951 -0.863  H46 0.946, H81 1.004
2 H 3.519 -1.280 2.609  O43 0.992
3 H -2.995 4.297 0.299  O41 0.958
4 H 5.736 -1.489 1.558  O40 0.928
5 H 4.593 -3.349 1.221  O51 0.968
6 H 0.482 4.448 -0.180  O78 0.968
7 H -4.197 0.514 -0.822  O45 0.986
8 H 2.729 -2.549 -2.394  O89 0.971
9 H 0.679 -0.024 -0.635  O71 0.980
10 H -2.998 2.949 -0.328  O41 0.948
11 H 3.923 -1.536 -2.232  O89 1.010
12 H -2.453 0.224 3.804  O62 0.977
13 H -2.099 2.852 2.907  O20 0.964
14 H -0.864 4.524 3.884  O83 0.971
15 H 0.516 -2.402 -3.903  O90 0.969
16 H 2.024 -1.631 2.184  O43 0.939
17 H 0.573 -4.984 -1.038  O75 0.952
18 O 2.063 2.102 -2.337  H58 1.002, H88 0.925
19 H -2.489 -1.242 3.456  O62 0.974
20 O -2.512 1.983 2.963  H13 0.964, H30 0.937
21 H -3.911 1.530 -3.052  O65 0.989
22 H -4.285 1.034 0.652  O45 0.942
23 H 3.690 -3.143 0.043  O51 0.963
24 H 1.072 -2.976 0.313  O50 0.965
25 O -5.481 -0.174 -2.057  H48 0.979, H67 0.963
26 H -1.994 -2.634 1.112  O73 0.985
27 H 1.915 -0.811 -1.324  O71 0.965
28 H -1.742 -3.077 2.668  O73 0.968
29 H 0.927 1.103 3.899  O42 1.018
30 H -3.224 2.020 2.355  O20 0.937
31 H -4.027 2.998 -2.800  O65 0.936
32 H -2.154 2.148 -4.279  O66 1.021
33 O -2.629 -0.575 -2.301  H47 0.992, H61 0.960
34 H 0.963 -3.413 -2.745  O90 0.920
35 H -0.523 1.477 1.740  O55 0.947
36 H 1.301 -0.344 4.399  O42 0.944
37 H -0.494 0.447 -4.099  O77 0.971
38 H -0.665 2.672 -4.646  O66 0.953
39 O 5.517 1.678 0.090  H44 0.933, H59 0.970
40 O 4.954 -1.334 1.083  H4 0.928, H63 0.980
41 O -2.723 3.840 -0.498  H3 0.958, H10 0.948
42 O 1.120 0.527 4.715  H29 1.018, H36 0.944
43 O 2.596 -1.481 2.913  H2 0.992, H16 0.939
44 H 6.004 2.157 -0.545  O39 0.933
45 O -3.745 1.038 -0.120  H7 0.986, H22 0.942
46 H -3.250 -3.438 -1.046  O1 0.946
47 H -2.638 -0.798 -3.268  O33 0.992
48 H -6.447 -0.049 -2.159  O25 0.979
49 H -5.336 0.802 2.831  O79 0.949
50 O 0.935 -2.389 1.067  H24 0.965, H69 0.943
51 O 4.111 -3.847 0.546  H5 0.968, H23 0.963
52 H -1.790 2.272 -1.809  O87 0.976
53 H 1.928 2.477 -0.555  O84 0.953
54 O -1.108 -0.029 0.477  H57 0.985, H70 0.911
55 O 0.211 1.957 2.095  H35 0.947, H76 0.952
56 H -0.847 5.195 2.492  O83 0.934
57 H -1.993 0.376 0.330  O54 0.985
58 H 1.887 1.160 -2.046  O18 1.002
59 H 4.868 2.302 0.451  O39 0.970
60 H 3.451 0.518 -4.420  O82 0.998
61 H -1.967 0.082 -2.069  O33 0.960
62 O -2.711 -0.637 4.187  H12 0.977, H19 0.974
63 H 4.936 -0.474 0.614  O40 0.980
64 H 2.162 -0.235 -4.231  O82 0.992
65 O -3.745 2.410 -3.472  H21 0.989, H31 0.936
66 O -1.392 2.142 -4.959  H32 1.021, H38 0.953
67 H -5.120 -0.790 -2.703  O25 0.963
68 H -0.639 -4.016 -0.959  O75 0.990
69 H 0.120 -2.723 1.403  O50 0.943
70 H -1.272 -0.697 1.074  O54 0.911
71 O 1.064 -0.376 -1.464  H9 0.980, H27 0.965
72 H -0.942 4.235 -0.815  O78 0.969
73 O -1.704 -2.365 2.013  H26 0.985, H28 0.968
74 H -0.322 2.254 -1.822  O87 0.945
75 O 0.346 -4.059 -1.049  H17 0.952, H68 0.990
76 H -0.156 2.749 2.475  O55 0.952
77 O -0.088 -0.422 -3.946  H37 0.971, H80 0.939
78 O 0.010 4.127 -0.963  H6 0.968, H72 0.969
79 O -5.191 1.355 2.074  H49 0.949, H86 0.987
80 H 0.244 -0.332 -3.072  O77 0.939
81 H -2.654 -2.083 -1.330  O1 1.004
82 O 3.123 -0.424 -4.389  H60 0.998, H64 0.992
83 O -0.879 4.369 2.926  H14 0.971, H56 0.934
84 O 2.225 2.544 0.349  H53 0.953, H85 0.998
85 H 1.442 2.183 0.852  O84 0.998
86 H -5.463 2.275 2.305  O79 0.987
87 O -1.045 1.725 -2.123  H52 0.976, H74 0.945
88 H 2.904 2.296 -2.668  O18 0.925
89 O 3.312 -2.159 -1.723  H8 0.971, H11 1.010
90 O 1.224 -2.778 -3.358  H15 0.969, H34 0.920

The total charge is 0. The value obtained for the HOMO-LUMO gap is 0.308 Ha. The LUMO energy is -0.87 eV. The spin multiplicity is 1.

Results of the Mulliken charge analysis, in e, for atoms 1 through 2: O -0.6134; H 0.3171



*x* comes first in stability; the runner-up is 0.209 eV higher.